159
Properties=species:S:1:pos:R:3 method="wB97M-V/def2-TZVPD" total_energy_ha=-4467.77753 e_above_lowest_kj_mol=0.00 smiles="O=S1(=O)CCCC1.O=S1(=O)CCCC1.O=S1(=O)CCCC1.O=S1(=O)CCCC1.COC[C@H](C)N.COC[C@H](C)N.COC[C@H](C)N.CC(C)O.CC(C)O.CC(C)O.CC(C)O" gap_ev=9.25 homo_energy_ha=-0.3339
O 6.9932 -0.9209 -0.7003
S 5.7564 -1.6354 -0.5402
O 5.0882 -2.1842 -1.6883
C 6.0391 -2.9041 0.7069
C 5.1007 -2.5654 1.8754
C 4.9320 -1.0437 1.8628
C 4.5675 -0.7099 0.4286
H 7.0649 -2.8492 1.0582
H 5.8422 -3.8714 0.2502
H 4.1571 -3.1037 1.8302
H 5.6070 -2.8088 2.8114
H 5.8083 -0.4815 2.1858
H 4.0990 -0.7747 2.5159
H 4.4751 0.3273 0.1252
H 3.6238 -1.2320 0.2372
O -2.3250 7.9401 -2.5300
S -1.0940 7.4171 -3.0601
O -0.1974 8.2761 -3.7801
C -0.2244 6.5773 -1.6954
C -0.1561 5.1126 -2.0807
C -1.3383 4.8109 -2.9965
C -1.4024 5.9283 -4.0088
H -0.8530 6.8431 -0.8451
H 0.7096 7.1300 -1.6088
H 0.7589 4.9875 -2.6656
H -0.0998 4.4307 -1.2332
H -2.2692 4.8040 -2.4171
H -1.2732 3.8330 -3.4679
H -2.2876 5.9916 -4.6355
H -0.5509 5.8820 -4.6957
O 0.5389 1.2944 -2.6418
S 1.6064 0.8873 -3.5324
O 2.4136 1.8822 -4.1717
C 2.6328 -0.3299 -2.7109
C 2.7635 -1.4390 -3.7270
C 1.3654 -1.6493 -4.3120
C 0.8525 -0.2572 -4.7057
H 2.0683 -0.6970 -1.8531
H 3.5565 0.1464 -2.3991
H 3.4421 -1.1844 -4.5465
H 3.1761 -2.3194 -3.2375
H 0.6906 -2.1049 -3.5803
H 1.4006 -2.3476 -5.1481
H -0.2180 -0.1082 -4.5840
H 1.1354 -0.0079 -5.7277
O 1.4589 -0.6981 2.4439
S 0.7299 -0.3847 1.2359
O 0.8188 -1.2086 0.0515
C -1.0214 -0.1198 1.6543
C -1.2551 1.3952 1.7208
C 0.0823 2.1320 1.6857
C 1.0406 1.3063 0.8387
H -1.2139 -0.7918 2.4884
H -1.5908 -0.5106 0.8094
H -1.9104 1.6696 0.8960
H -1.8003 1.6386 2.6329
H 0.4689 2.1282 2.7130
H 0.1163 3.1803 1.3941
H 2.1035 1.5397 0.8869
H 0.7852 1.4385 -0.2223
C 2.6706 -8.2918 -1.0718
O 2.3402 -7.1452 -0.3255
C 2.0198 -6.0477 -1.1544
C 1.9865 -4.7727 -0.3515
C 0.9895 -4.8787 0.7996
N 1.5463 -3.7284 -1.2951
H 2.9254 -9.0813 -0.3684
H 3.5441 -8.0975 -1.7061
H 1.8224 -8.5974 -1.6964
H 2.7058 -5.9750 -2.0103
H 1.0336 -6.2189 -1.6258
H 2.9745 -4.5133 0.0290
H -0.0374 -4.9748 0.4429
H 1.0470 -3.9606 1.3961
H 1.2005 -5.6929 1.4968
H 0.5842 -3.8850 -1.5768
H 1.5692 -2.8284 -0.8311
C -2.2761 1.8358 -1.7094
O -3.6204 2.0344 -1.3799
C -4.4228 0.9716 -1.8211
C -5.8497 0.9728 -1.2990
C -5.9308 0.9742 0.2261
N -6.5501 -0.1852 -1.8647
H -1.8479 0.9307 -1.2511
H -1.7222 2.6848 -1.3104
H -2.0925 1.7619 -2.7864
H -4.5267 0.9787 -2.9216
H -3.9571 0.0020 -1.5799
H -6.3824 1.8743 -1.6082
H -5.2504 1.7240 0.6408
H -5.7003 0.0237 0.7036
H -6.9370 1.2821 0.5143
H -5.9322 -0.9876 -1.9853
H -6.8077 0.0279 -2.8242
C -0.2674 -4.8778 -4.3584
O -0.8856 -4.0758 -3.3790
C -2.2458 -3.7860 -3.6574
C -2.6886 -2.6390 -2.7554
C -2.1973 -2.8736 -1.3369
N -4.1677 -2.5097 -2.7260
H -0.7942 -5.8267 -4.4986
H 0.7525 -5.0732 -4.0289
H -0.1961 -4.3278 -5.3061
H -2.2906 -3.4815 -4.7134
H -2.8587 -4.6819 -3.4963
H -2.3287 -1.6657 -3.0968
H -1.1116 -2.7621 -1.2952
H -2.4383 -3.8631 -0.9485
H -2.4908 -2.0580 -0.6694
H -4.5436 -2.5661 -3.6699
H -4.5118 -3.3519 -2.2679
C -0.6531 0.6696 5.1716
C -0.9197 -0.5935 5.9634
C 0.3238 -1.4498 6.1732
O -1.5389 -0.3330 7.2306
H -1.5919 1.1323 4.8598
H -0.0412 0.4203 4.3056
H -0.1156 1.4263 5.7528
H -1.6564 -1.2152 5.4472
H 1.0419 -1.0315 6.8766
H 0.7885 -1.6860 5.2115
H 0.0104 -2.4194 6.5702
H -1.2684 0.5344 7.5432
C -3.3884 -3.1001 2.2458
C -4.5553 -2.2290 1.8765
C -5.5086 -2.8455 0.8427
O -5.2876 -2.0198 3.1049
H -3.7328 -3.9564 2.8277
H -2.6850 -2.5306 2.8531
H -2.8650 -3.4792 1.3678
H -4.2092 -1.2341 1.5667
H -4.9276 -2.9992 -0.0686
H -6.2803 -2.1175 0.5955
H -5.8855 -3.7473 1.3178
H -5.9200 -1.3083 2.9668
C 1.4330 4.5906 4.4459
C 0.6847 5.6069 5.2928
C -0.4967 4.9399 5.9842
O 1.5726 6.0455 6.3315
H 1.9777 3.8279 4.9980
H 2.1787 5.1294 3.8449
H 0.7996 4.1155 3.6922
H 0.3409 6.4109 4.6405
H -1.3236 4.8635 5.2740
H -0.8074 5.4828 6.8742
H -0.2362 3.9266 6.2949
H 1.9323 6.9068 6.1072
C 4.0840 4.2994 0.5759
C 3.2489 3.7415 -0.5784
C 3.4163 4.5868 -1.8442
O 3.5968 2.3879 -0.8772
H 4.1531 3.5292 1.3492
H 3.5416 5.1112 1.0631
H 5.0551 4.6286 0.2133
H 2.1852 3.8097 -0.3357
H 4.4553 4.6081 -2.1740
H 3.0737 5.5984 -1.6085
H 2.8058 4.1680 -2.6421
H 4.5542 2.3142 -0.8048